Entry 1:
83
Properties=species:S:1:pos:R:3:forces:R:3:mulliken_charge:R:1 method="wB97M-V/def2-TZVPD" e_homo_ev="-16.41 / -16.28" charge=+3 homo_lumo_gap_ev="6.5155 / 6.7330" spin_multiplicity=2
Re 0.363 0.040 0.623 -0.2 -0.4 0.2 1.4357
C -3.550 -5.112 -1.538 0.0 0.0 0.0 -1.5335
C -2.910 -4.020 -0.739 0.0 0.1 0.0 0.2221
C -3.673 -3.073 -0.051 0.1 0.0 0.0 -1.1656
C -3.067 -2.055 0.654 0.0 0.0 0.0 -0.5349
C -1.676 -1.947 0.714 0.0 0.0 0.1 0.7511
N -1.096 -0.852 1.413 0.3 0.1 -0.1 0.9221
C -1.710 -0.404 2.618 -0.1 0.0 0.0 -0.1082
C -2.073 -1.344 3.582 0.0 0.0 0.0 -0.0770
C -2.536 -0.944 4.818 0.0 0.0 0.0 -1.1448
C -2.653 0.413 5.137 0.0 -0.1 0.0 0.2823
C -3.111 0.853 6.493 0.0 0.0 0.0 -1.5611
C -2.317 1.345 4.161 0.0 0.0 0.0 -0.6751
C -1.862 0.955 2.907 0.0 0.0 0.1 0.1056
N -1.640 1.967 1.932 0.0 0.0 -0.1 0.2441
C -2.266 3.160 1.834 0.0 0.0 0.0 -0.0865
C -1.717 3.844 0.776 0.0 0.0 0.0 -1.3690
C -0.748 2.990 0.254 -0.1 0.0 0.0 -0.0819
N -0.711 1.853 0.953 0.2 0.1 0.1 -0.0947
C -0.897 -2.902 0.036 0.0 -0.1 0.0 0.3739
C -1.522 -3.907 -0.686 0.0 0.0 0.0 -0.5298
N 0.530 -2.919 0.087 -0.1 0.0 0.0 -0.0119
C 1.347 -3.984 -0.020 0.0 0.0 0.0 -0.0349
C 2.647 -3.526 -0.071 0.0 0.0 0.0 -1.5095
C 2.548 -2.143 0.033 0.0 -0.1 0.1 -0.3832
N 1.265 -1.781 0.133 0.0 0.2 0.0 0.4396
H -4.620 -5.166 -1.348 0.0 0.0 0.0 0.3925
H -3.109 -6.079 -1.299 0.0 0.0 0.0 0.3886
H -3.404 -4.936 -2.605 0.0 0.0 0.0 0.3456
H -4.753 -3.130 -0.080 0.0 0.0 0.0 0.4182
H -3.669 -1.326 1.181 0.0 0.0 0.0 0.5892
H -1.988 -2.398 3.347 0.0 0.0 0.0 0.5860
H -2.809 -1.693 5.550 0.0 0.0 0.0 0.4779
H -3.748 0.100 6.954 0.0 0.0 0.0 0.4132
H -3.664 1.789 6.444 0.0 0.0 0.0 0.4049
H -2.252 1.007 7.149 0.0 0.0 0.0 0.3090
H -2.415 2.399 4.389 0.0 0.0 0.0 0.6134
H -3.070 3.425 2.499 0.0 0.0 0.0 0.5720
H -1.995 4.821 0.421 0.0 0.0 0.0 0.4750
H -0.092 3.125 -0.591 0.0 0.0 0.0 0.4968
H -0.921 -4.620 -1.237 0.0 0.0 0.0 0.6186
H 0.956 -4.987 -0.050 0.0 0.0 0.0 0.5745
H 3.539 -4.121 -0.160 0.0 0.0 0.0 0.5280
H 3.323 -1.392 0.053 0.0 0.0 0.0 0.6679
O 1.503 1.028 -0.707 0.0 0.2 0.0 -0.4354
S 1.818 0.811 -2.253 0.0 -0.1 -0.1 -0.0652
C 1.636 2.428 -2.920 0.1 0.0 0.0 0.9368
C 1.010 2.481 -4.160 0.0 0.0 0.0 -0.5297
C 0.884 3.713 -4.789 0.0 0.0 0.0 -0.7449
C 1.362 4.856 -4.168 0.0 0.0 0.0 -0.5112
C 1.966 4.789 -2.912 0.0 0.0 0.0 -0.8204
C 2.116 3.570 -2.279 0.0 0.0 0.0 -0.0386
C 3.533 0.410 -2.265 0.0 0.1 0.0 0.9215
C 4.473 1.082 -1.485 0.0 0.0 0.0 -0.0408
C 5.798 0.704 -1.585 0.0 0.0 0.0 -0.7771
C 6.172 -0.314 -2.462 0.0 0.0 0.0 -0.5475
C 5.225 -0.973 -3.230 0.0 0.0 0.0 -0.7928
C 3.886 -0.620 -3.128 0.0 0.0 0.0 -0.5191
H 0.632 1.583 -4.631 0.0 0.0 0.0 0.4659
H 0.412 3.775 -5.759 0.0 0.0 0.0 0.4551
H 1.265 5.814 -4.661 0.0 0.0 0.0 0.4493
H 2.327 5.691 -2.438 0.0 0.0 0.0 0.4732
H 2.582 3.513 -1.305 0.1 0.0 0.0 0.2626
H 4.180 1.879 -0.818 0.0 0.1 0.0 0.2442
H 6.550 1.209 -0.994 0.0 0.0 0.0 0.4722
H 7.216 -0.588 -2.545 0.0 0.0 0.0 0.4533
H 5.524 -1.757 -3.912 0.0 0.0 0.0 0.4769
H 3.135 -1.130 -3.719 0.0 0.0 0.0 0.4589
C 3.487 1.720 2.642 0.0 0.0 0.0 -1.2284
C 1.982 1.712 2.575 -0.1 0.0 -0.1 -0.1337
O 1.471 0.339 2.306 0.1 0.0 -0.1 -0.5002
C 1.404 -0.457 3.573 0.0 0.1 -0.1 -0.4838
C 1.395 -1.941 3.364 0.0 -0.1 0.0 -1.1315
H 3.814 2.753 2.763 0.0 0.0 0.0 0.4539
H 3.919 1.335 1.717 0.0 0.0 0.0 0.2437
H 3.889 1.160 3.483 0.0 0.0 0.0 0.4118
H 1.617 2.310 1.742 0.0 0.0 0.1 0.1555
H 1.497 2.040 3.495 0.0 0.0 0.0 0.3857
H 0.515 -0.091 4.087 0.0 -0.1 0.1 0.1783
H 2.291 -0.155 4.123 0.0 0.0 0.0 0.7103
H 0.499 -2.305 2.862 0.0 0.0 0.0 0.1528
H 1.407 -2.385 4.362 0.0 0.0 0.0 0.5135
H 2.285 -2.292 2.848 0.0 0.0 -0.1 0.2786



Entry 2:
52
Properties=species:S:1:pos:R:3:forces:R:3:mulliken_charge:R:1 method="wB97M-V/def2-TZVPD" e_homo_ev="-11.06 / -10.98" charge=+1 homo_lumo_gap_ev="8.8623 / 6.8081" spin_multiplicity=2
Cu 7.900 -16.717 19.534 -0.6 1.0 0.3 0.3316
Br 7.592 -14.105 20.231 0.1 -1.3 -0.1 -0.5231
C 9.299 -19.559 18.396 -0.5 -0.3 0.5 0.2363
O 8.719 -18.474 18.457 0.3 -0.2 0.2 0.0664
N 9.753 -20.281 19.460 0.0 0.8 1.5 -0.3956
N 9.495 -20.236 17.245 -0.2 0.3 0.2 -0.4649
H 9.796 -19.849 20.369 -0.2 0.2 -0.2 0.1973
H 10.115 -21.216 19.456 0.0 -0.1 -0.5 0.1867
H 10.180 -20.949 17.401 0.2 -0.2 -1.3 0.1719
H 9.324 -19.734 16.390 0.3 -0.4 -0.1 0.2546
C 10.635 -16.590 21.460 -1.6 -1.0 -0.1 0.3968
O 9.932 -16.895 20.485 0.6 0.5 -0.4 -0.4440
N 11.953 -16.815 21.534 0.0 0.0 0.1 -0.4192
N 10.081 -16.123 22.607 -0.9 0.5 2.3 -0.4157
H 12.465 -16.975 20.685 0.2 -0.1 0.2 0.2492
H 12.380 -16.554 22.405 0.6 0.1 -0.4 0.1803
H 9.138 -15.785 22.725 -0.1 0.1 -1.5 0.1823
H 10.283 -16.484 23.529 1.2 -0.1 -0.3 0.2293
C 6.580 -18.743 23.320 0.4 -0.9 -0.8 -1.4918
C 6.885 -18.657 21.831 0.4 -0.2 -2.1 0.8899
C 6.086 -19.666 20.957 0.5 -0.3 1.3 -1.1109
O 6.326 -19.501 19.592 0.8 0.9 0.3 0.1746
C 5.667 -20.410 18.755 -0.2 -0.7 0.7 -0.9856
N 6.773 -17.289 21.266 -0.3 0.1 0.7 0.0116
H 7.434 -18.368 23.882 -0.2 0.2 0.2 0.4298
H 6.494 -19.816 23.508 0.0 0.1 0.5 0.4307
H 5.641 -18.276 23.612 0.1 0.2 -0.1 0.3503
H 7.919 -18.901 21.567 0.2 -0.2 0.8 -0.3506
H 5.039 -19.650 21.284 -0.3 0.2 -0.5 0.3949
H 6.482 -20.640 21.264 -0.2 -0.2 0.1 0.4313
H 4.644 -20.033 18.679 -0.1 -0.6 -0.7 0.2956
H 5.700 -21.417 19.191 -0.5 0.1 0.3 0.4051
H 6.217 -20.582 17.829 -0.2 0.9 -0.2 0.2084
H 7.020 -16.693 22.054 0.3 0.5 -0.4 0.2158
H 5.773 -17.105 21.188 0.0 0.3 -0.6 0.3431
C 5.149 -17.009 16.014 1.2 0.6 -0.6 -1.4981
C 6.367 -16.918 16.982 0.2 0.7 -0.9 0.4748
C 7.392 -15.796 16.700 -1.9 0.8 -1.3 -0.9447
O 8.469 -15.918 17.569 0.3 0.1 0.8 0.1767
C 9.722 -15.421 17.101 0.3 -1.0 -0.7 -1.0376
N 5.861 -16.727 18.353 -1.4 -0.4 -0.8 -0.2838
H 5.482 -17.146 14.983 0.0 -0.3 0.0 0.4067
H 4.582 -16.076 15.970 0.0 0.1 0.4 0.3850
H 4.451 -17.811 16.252 0.2 -0.1 0.2 0.4485
H 6.992 -17.810 16.929 -0.4 -0.4 0.2 -0.1645
H 6.923 -14.805 16.780 -0.1 0.0 0.7 0.3319
H 7.665 -15.746 15.640 0.5 -0.8 0.0 0.5658
H 10.372 -15.212 17.945 -0.2 0.1 0.1 0.2371
H 9.672 -14.595 16.391 -0.5 0.4 0.5 0.3604
H 10.150 -16.226 16.494 0.3 -0.1 0.2 0.3353
H 5.058 -17.359 18.293 0.5 -1.0 1.1 0.2556
H 5.236 -15.919 18.272 0.9 0.9 0.4 0.2888



Entry 3:
80
Properties=species:S:1:pos:R:3:forces:R:3:mulliken_charge:R:1 method="wB97M-V/def2-TZVPD" e_homo_ev=-5.03 charge=-1 homo_lumo_gap_ev=6.7390
O -4.487 4.840 1.923 1.0 0.7 -0.3 -0.6528
B -3.853 3.835 1.189 -0.1 -0.9 -0.1 0.1233
O -3.159 4.183 0.013 -0.2 0.3 0.3 -0.6371
B -3.880 2.216 1.741 -0.1 0.4 0.0 0.7187
Cl -3.657 0.983 0.290 0.3 0.1 0.0 -0.3776
C -2.660 2.093 2.820 -1.3 -0.8 -1.2 0.7119
F -3.091 2.494 4.046 0.2 0.6 0.8 -0.3614
F -1.606 2.926 2.469 0.6 0.3 0.1 -0.3377
C -2.064 0.716 2.988 1.3 0.7 0.1 0.4880
F -2.884 -0.085 3.647 -1.1 -0.8 0.4 -0.2719
F -0.936 0.824 3.785 0.5 0.0 0.2 -0.3196
H -4.165 4.785 2.830 -0.6 -0.3 0.2 0.3192
H -2.379 4.673 0.306 -0.2 0.3 -0.3 0.2448
H -4.922 1.985 2.283 0.1 -0.1 0.2 -0.2764
H -1.728 0.268 2.066 -0.4 0.0 -0.2 -0.2625
C 0.661 1.244 0.574 -0.4 0.1 0.0 -0.1912
Cl -0.172 -0.296 0.384 0.4 0.0 -0.3 -0.0728
Cl 2.396 1.021 0.886 0.0 0.0 0.1 -0.0777
H 0.538 1.818 -0.337 0.1 0.0 0.0 0.2937
H 0.227 1.779 1.414 0.0 -0.1 0.0 0.0294
C 5.388 1.684 3.691 -0.2 0.0 0.0 -0.2376
Cl 5.578 1.168 2.011 0.1 -0.1 0.0 -0.1199
Cl 6.474 3.020 4.088 0.1 0.0 0.1 -0.1550
H 4.365 2.009 3.840 0.0 0.1 -0.1 0.2103
H 5.615 0.847 4.340 0.1 0.0 0.0 0.2907
C 5.367 -2.887 1.405 -0.1 0.0 -0.1 0.3464
Cl 6.630 -3.931 0.740 0.0 0.0 0.0 -0.1779
Cl 4.885 -3.404 3.027 0.0 0.0 0.0 -0.1695
H 5.744 -1.875 1.461 0.1 0.0 0.1 0.0270
H 4.501 -2.928 0.756 0.0 -0.1 0.0 -0.0333
C 5.398 6.772 3.941 0.1 -0.1 -0.1 -0.2028
Cl 5.086 8.176 4.971 0.1 0.0 0.0 -0.1709
Cl 4.014 5.681 3.877 -0.1 0.0 0.0 -0.1131
H 5.613 7.119 2.938 -0.1 0.0 0.0 0.2927
H 6.248 6.230 4.341 0.0 0.0 0.1 0.1921
C -7.937 0.157 1.513 0.1 -0.2 0.1 0.3327
Cl -8.182 1.563 0.459 0.0 0.0 0.0 -0.1472
Cl -6.228 -0.231 1.718 -0.5 -0.3 0.0 -0.0890
H -8.364 0.373 2.487 0.0 0.1 0.0 0.3091
H -8.442 -0.694 1.065 0.3 0.4 0.0 -0.4402
C -10.236 -2.832 -0.627 0.0 0.0 -0.1 -0.2586
Cl -8.649 -3.037 -1.372 0.0 0.0 0.0 -0.1307
Cl -10.102 -2.273 1.046 -0.5 -0.4 0.0 -0.1538
H -10.795 -2.096 -1.193 0.1 0.1 0.0 0.2559
H -10.753 -3.784 -0.634 0.1 0.0 0.1 0.2802
C 0.020 -4.423 0.667 0.0 0.1 0.1 -0.2638
Cl -1.140 -3.287 -0.030 -0.1 -0.2 0.0 -0.1146
Cl 1.672 -3.789 0.594 0.1 0.0 0.0 -0.0559
H -0.245 -4.598 1.703 0.0 0.1 0.0 0.3221
H -0.016 -5.348 0.112 0.0 0.0 -0.1 0.1073
C -0.966 -5.703 -2.793 0.0 0.1 -0.1 -0.1332
Cl -1.640 -6.544 -1.390 -0.2 -0.2 -0.1 -0.1669
Cl 0.670 -6.261 -3.165 0.0 0.0 0.0 -0.1560
H -1.604 -5.891 -3.648 0.0 -0.1 0.0 0.3031
H -0.932 -4.642 -2.573 0.0 0.0 0.1 0.1589
C 6.622 -6.829 4.312 0.0 0.1 0.0 0.0027
Cl 7.938 -6.935 5.489 0.0 0.0 0.0 -0.1642
Cl 6.773 -8.065 3.057 -0.1 0.0 0.0 -0.1556
H 5.680 -6.970 4.828 0.0 -0.1 0.0 0.2524
H 6.648 -5.850 3.846 0.1 0.0 -0.1 0.0688
C 4.126 1.537 -2.250 -0.1 0.0 0.0 0.5385
Cl 3.927 2.887 -3.376 0.0 0.0 0.0 -0.1821
Cl 5.825 1.061 -2.095 0.0 -0.1 0.0 -0.1795
H 3.756 1.828 -1.276 0.1 0.1 0.0 0.0294
H 3.564 0.688 -2.618 0.0 0.0 -0.1 -0.2040
C 3.984 -1.360 -4.808 0.0 0.0 0.0 -0.1866
Cl 2.929 -1.773 -3.448 0.0 0.0 0.1 -0.1301
Cl 3.061 -0.984 -6.267 0.3 -0.1 0.3 -0.1061
H 4.576 -0.491 -4.538 -0.1 0.0 0.0 0.1068
H 4.633 -2.203 -5.012 -0.1 -0.1 0.0 0.3121
C 2.362 0.911 -10.093 -0.1 0.0 0.0 -0.2424
Cl 1.653 0.134 -8.675 -0.3 0.2 -0.3 -0.1316
Cl 4.050 0.435 -10.328 0.0 0.0 -0.1 -0.1598
H 1.795 0.621 -10.969 0.0 -0.1 0.0 0.2690
H 2.320 1.985 -9.957 0.1 0.0 0.1 0.2659
C -6.204 4.676 -2.156 0.1 0.0 0.0 -0.0192
Cl -5.950 3.012 -2.682 0.0 0.0 0.0 -0.1292
Cl -7.807 4.893 -1.431 0.0 0.1 0.0 -0.1781
H -5.447 4.927 -1.422 0.0 -0.1 0.1 -0.0176
H -6.125 5.330 -3.017 -0.1 0.0 0.0 0.3112



The records above yield energy above the lowest of the compared OMol25 structures with the same formula, charge and spin values of 0.2228 1.7658 0.4707 eV, respectively.